C4H13NOS | wB97M-V/def2-TZVPD

Last column: Mulliken charge in e.
Element x y z (Å)
C: 0.87586 1.67547 2.40554  -0.896
N: 0.49785 1.03635 1.12460  -0.141
C: -0.63792 1.21461 0.17312  -0.737
C: -0.85945 0.10399 -0.95479  -0.432
C: -0.86456 -1.34708 -0.22299  -0.610
S: -1.66738 -1.53446 1.41783  -0.217
H: 0.38327 2.68039 2.47908  0.275
H: 0.60574 0.96888 3.34383  0.193
H: 1.91020 1.87647 2.42788  0.351
H: 1.35163 0.53555 0.79512  0.216
H: -1.55009 1.20396 0.77149  0.394
H: -0.69562 2.24774 -0.34422  0.316
H: -1.79977 0.45338 -1.32736  0.327
H: -0.04386 0.03790 -1.77554  0.209
H: -1.59103 -1.99148 -0.76501  0.321
H: 0.09606 -1.89415 -0.32204  0.339
H: -0.56429 -1.57883 2.18218  0.100
O: 1.29250 -2.07304 -4.09439  -0.635
H: 1.33429 -2.27745 -3.17077  0.308
H: 1.92656 -1.33820 -4.14360  0.319

Its gap between HOMO and LUMO is 8.70 eV. As for the structure (SMILES): CNCCCS.O. As for the HOMO energy: -8.16 eV. As for the lowest unoccupied orbital energy: 0.54 eV. The value obtained for the energy above the lowest of the compared OMol25 structures with the same formula, charge and spin is 219.48 kJ/mol. Its multiplicity is 1. The calculation puts the calculated total energy at -688.30512 a.u. The charge is 0.